# 1
The following is a quantum chemistry calculation of a cluster of 2 separate species, C8H12O2 in total at a distorted geometry, from OMol25.

```
22
Properties=species:S:1:pos:R:3:lowdin_charge:R:1
C 2.39250 -0.90985 0.22641 -0.06
C -1.40030 -1.12176 0.24957 -0.01
C -1.69096 -0.33390 1.35201 -0.32
C -0.07443 -1.29227 -0.13257 -0.04
C 0.94968 -0.66866 0.57810 -0.29
C -0.72721 0.56264 1.82092 -0.03
C 0.57876 0.41252 1.38817 -0.06
O -3.03229 -0.16470 1.69453 0.02
H -2.19949 -1.70756 -0.17879 0.12
H 0.16380 -1.99228 -0.91918 0.11
H -1.07056 1.42663 2.37115 0.11
H -3.09300 -0.28659 2.64885 0.10
H 3.05627 -0.06435 0.05565 0.08
H 2.44857 -1.61600 -0.59389 0.07
H 1.37815 1.02713 1.78554 0.11
H 2.83369 -1.40831 1.08965 0.08
C 1.13191 1.87531 -3.50615 -0.16
O 1.21856 0.89751 -2.47818 -0.13
H 1.23229 1.32884 -1.61109 0.07
H 0.73305 2.83855 -3.18053 0.08
H 0.51104 1.43146 -4.28203 0.08
H 2.10906 2.10395 -3.92594 0.07
```

Charge = 0
ΔE to the lowest compared entry with this formula, charge and spin = 0.796 eV
Structure (SMILES) = Cc1ccc(O)cc1.CO

=====

# 2
The following is a quantum chemistry calculation of a structure of composition C3H8O2 at a distorted geometry, from OMol25.

```
13
Properties=species:S:1:pos:R:3:lowdin_charge:R:1
C -1.85423 -0.52266 -0.34330 -0.19
O -2.67203 0.52433 0.13508 -0.11
H -2.51063 1.30831 -0.40894 0.09
H -2.05820 -1.41608 0.25020 0.09
H -2.11232 -0.78524 -1.37654 0.07
H -0.11097 -0.27634 0.36334 0.13
C 1.13109 0.21695 0.30318 -0.32
C 2.21420 -0.55714 0.21728 -0.02
O 1.17252 1.56859 0.50824 -0.03
H 2.09400 1.87996 0.50835 0.10
H -0.63989 -0.14262 -0.53021 0.09
H 3.22803 -0.17118 0.30566 0.05
H 2.11842 -1.62686 0.06766 0.04
```

Charge = 0
ΔE to the lowest compared entry with this formula, charge and spin = 4.305 eV

=====

# 3
The following is a quantum chemistry calculation of a structure of composition C52H62ClLaN2O2P3Si2, from OMol25.

```
125
Properties=species:S:1:pos:R:3:lowdin_charge:R:1
La -0.11660 0.05051 0.07180 1.71
C -2.50210 -1.93067 4.28980 -0.19
Si -2.44916 -1.85423 2.42095 0.27
C -1.09599 -3.01156 1.86504 -0.18
C -4.02755 -2.64749 1.81018 -0.17
N -2.09551 -0.29772 1.81158 -0.35
P -2.78323 1.11382 1.41441 0.60
C -1.73870 2.13876 0.60077 -0.57
P -0.51612 2.85373 1.49180 0.60
N 0.85579 1.94413 1.64524 -0.40
Si 2.43276 2.51196 2.04120 0.29
C 2.53229 3.69497 3.47727 -0.17
C 3.50756 1.06219 2.54067 -0.18
C 3.28100 3.26896 0.57207 -0.16
C -0.00688 4.38580 0.59515 -0.28
C 0.01446 4.31931 -0.80295 -0.09
C 0.52440 5.36662 -1.55543 -0.08
C 1.00495 6.51475 -0.93185 -0.10
C 0.96500 6.60441 0.45155 -0.10
C 0.46737 5.54415 1.20698 -0.11
C -1.00404 3.44658 3.16015 -0.28
C -1.78721 4.58708 3.32268 -0.10
C -2.25458 4.96239 4.57624 -0.09
C -1.95522 4.19079 5.69118 -0.10
C -1.19398 3.03910 5.54366 -0.09
C -0.72456 2.67391 4.28815 -0.10
C -3.74596 1.89650 2.77960 -0.29
C -3.85926 1.34158 4.04461 -0.08
C -4.68937 1.91787 5.00742 -0.09
C -5.41208 3.05898 4.70201 -0.10
C -5.29184 3.63761 3.43836 -0.09
C -4.46108 3.06455 2.48944 -0.09
C -4.23272 0.83208 0.30119 -0.28
C -4.13883 1.13424 -1.05520 -0.11
C -5.19950 0.86660 -1.91726 -0.08
C -6.37630 0.31474 -1.42731 -0.10
C -6.49741 0.04721 -0.06705 -0.09
C -5.43467 0.30834 0.78500 -0.10
H -2.20177 -2.93338 4.61644 0.03
H -3.50248 -1.73422 4.69254 0.02
H -1.80061 -1.21047 4.72619 0.02
H -1.31866 -4.03444 2.19398 0.04
H -0.12631 -2.71832 2.27495 0.01
H -1.01855 -3.03761 0.76850 0.01
H -4.18498 -3.58017 2.36816 0.03
H -3.94837 -2.90632 0.74643 0.03
H -4.91651 -2.02618 1.93905 0.01
H 2.20239 3.21254 4.40272 0.03
H 1.93202 4.59966 3.34639 0.01
H 3.57964 3.99727 3.60009 0.03
H 3.22479 0.65652 3.52035 0.03
H 4.54850 1.40186 2.61825 0.04
H 3.48280 0.26134 1.79056 0.00
H 2.82256 4.21730 0.26842 0.02
H 3.23204 2.58112 -0.28183 0.03
H 4.33924 3.45250 0.79744 0.03
H -0.39830 3.44827 -1.30191 0.03
H 0.53564 5.29009 -2.63644 0.10
H 1.40159 7.33368 -1.52119 0.09
H 1.32694 7.49637 0.94979 0.10
H 0.45483 5.63314 2.28649 0.08
H -2.06128 5.17221 2.45218 0.11
H -2.87019 5.84842 4.67927 0.10
H -2.32689 4.47907 6.66768 0.10
H -0.97205 2.41977 6.40489 0.10
H -0.14148 1.76768 4.18448 0.09
H -3.28296 0.45830 4.28961 0.07
H -4.76355 1.47285 5.99351 0.10
H -6.06003 3.50655 5.44619 0.09
H -5.84551 4.53873 3.19891 0.10
H -4.35897 3.51105 1.50547 0.12
H -3.22554 1.58721 -1.42380 0.03
H -5.10030 1.09904 -2.97147 0.10
H -7.20240 0.10707 -2.09664 0.09
H -7.42091 -0.36039 0.32961 0.10
H -5.55210 0.12393 1.84726 0.10
C -0.85717 -4.10033 -2.41182 -0.07
C 0.32832 -4.39361 -3.30351 -0.27
C 0.50270 -5.70690 -3.75919 -0.06
C 1.54520 -6.05452 -4.60033 -0.10
C 2.45326 -5.08106 -5.00247 -0.09
C 2.29292 -3.78121 -4.55524 -0.09
C 1.23858 -3.41026 -3.71499 -0.30
P 1.06901 -1.63454 -3.15507 1.09
C 1.04925 -0.76546 -4.79385 -0.32
C 0.35973 -1.40273 -5.83492 -0.10
C 0.16129 -0.80412 -7.06918 -0.10
C 0.66379 0.46894 -7.29521 -0.10
C 1.32970 1.11956 -6.27118 -0.06
C 1.52031 0.54201 -5.01382 -0.28
C 2.23049 1.40188 -3.99003 -0.08
C 2.74612 -1.32686 -2.50110 -0.36
C 3.83282 -0.98455 -3.31239 -0.15
C 5.07821 -0.68407 -2.78968 -0.11
C 5.23731 -0.73054 -1.40430 -0.10
C 4.18430 -1.09394 -0.58822 -0.08
C 2.90098 -1.41877 -1.09272 -0.35
C 1.81478 -1.80214 -0.17886 -0.31
H -1.20356 -5.01695 -1.93006 0.08
H -1.69257 -3.68597 -2.98347 0.09
H -0.63223 -3.36960 -1.63903 0.02
H -0.20127 -6.46650 -3.43452 0.10
H 1.65488 -7.07975 -4.93534 0.09
H 3.28142 -5.33312 -5.65438 0.10
H 3.00617 -3.02861 -4.87176 0.10
H -0.03409 -2.39921 -5.67889 0.10
H -0.38059 -1.33160 -7.84520 0.09
H 0.52775 0.95606 -8.25374 0.09
H 1.70613 2.12530 -6.43221 0.11
H 1.84292 2.42066 -4.04867 0.08
H 3.30729 1.42989 -4.17941 0.08
H 2.09116 1.05829 -2.97280 0.04
H 3.68711 -0.91257 -4.38656 0.10
H 5.90076 -0.40968 -3.43892 0.09
H 6.19974 -0.49507 -0.96170 0.09
H 4.34159 -1.15877 0.48359 0.09
H 2.21473 -2.07859 0.79976 0.02
H 1.25071 -2.66034 -0.56166 0.00
O -2.08073 -1.41638 -1.08495 -0.21
H -1.99243 -0.81878 -1.85362 -0.07
H -2.95345 -1.22121 -0.71530 0.03
O 0.87895 -0.67661 2.80381 -0.14
H 0.72516 0.28955 2.79744 -0.03
H 1.83670 -0.75299 2.86844 0.02
Cl -0.91523 1.06118 -2.44622 -0.06
```

Charge = -1
ΔE to the lowest compared entry with this formula, charge and spin = 0.543 eV

=====

# 4
The following is a quantum chemistry calculation of a structure of composition H20O10 at a distorted geometry, from OMol25.

```
30
Properties=species:S:1:pos:R:3:lowdin_charge:R:1
O -1.28557 0.80073 1.62988 0.07
H -0.47737 0.47234 2.02385 0.17
H -1.93809 0.73022 2.32664 0.18
O 0.22334 -2.20559 -0.37173 -0.11
H -0.21142 -1.85926 -1.15101 -0.07
H 0.36138 -1.44017 0.18621 -0.15
O 0.99299 -0.02345 -2.65985 -0.04
H 0.24573 -0.20358 -2.08942 -0.16
H 1.75617 -0.10125 -2.08737 0.02
O -0.68831 -0.73628 -1.52900 -0.03
H -1.40828 -0.63600 -0.90625 -0.05
H -1.11397 -0.98173 -2.35046 0.16
O -0.59145 -1.13007 0.98293 -0.06
H -1.03607 -0.29286 1.11563 -0.09
H -0.55666 -1.52414 1.85456 0.13
O -2.03569 0.31901 -0.46663 0.05
H -2.96095 0.15610 -0.64989 0.15
H -2.04098 0.97556 0.22990 0.09
O 2.78669 1.58803 -0.15398 -0.03
H 1.92342 1.18098 -0.22677 -0.05
H 2.98800 1.55821 0.78133 0.03
O 1.60013 -0.90302 0.61953 0.04
H 2.44666 -1.34977 0.61343 0.16
H 1.01155 -1.51023 1.06797 0.08
O 0.51083 0.65781 -0.29096 -0.11
H 0.82570 -0.13673 0.14007 -0.12
H -0.44122 0.61919 -0.19960 0.05
O -0.29090 2.37352 0.60400 -0.05
H 0.23009 1.91146 -0.05273 -0.06
H -0.82561 1.69109 1.00973 -0.20
```

Charge = 0
ΔE to the lowest compared entry with this formula, charge and spin = 21.815 eV

=====

# 5
The following is a quantum chemistry calculation of a structure of composition C19H33BF4N3O5P2Rh, from OMol25.

```
68
Properties=species:S:1:pos:R:3:mulliken_spin:R:1
Rh -0.53660 -0.35717 1.20223 2.46
F 0.75908 0.62364 3.12151 0.03
B 0.65098 -0.70001 3.67107 0.00
F 1.49962 -1.53027 2.90928 0.02
F -0.72274 -1.04977 3.27698 0.06
F 0.84742 -0.76169 4.98729 0.00
C 4.13564 -0.94993 -1.83066 0.00
N 4.13921 -1.55513 -0.39507 0.02
C 4.71712 -0.51538 0.55101 -0.02
N 3.95429 0.68058 0.41840 0.25
C 4.01020 1.23540 -0.93177 -0.02
N 3.42920 0.27525 -1.85410 0.02
C 1.97919 0.12757 -1.72434 0.03
P 1.41336 -0.77830 -0.20554 0.18
C 2.77095 -2.03403 0.00623 0.05
C 2.72663 0.67947 1.03858 0.39
H 3.68318 -1.70034 -2.47737 0.00
H 5.18697 -0.80954 -2.08353 0.00
H 4.76238 -2.36640 -0.38466 0.00
H 5.75215 -0.35234 0.24976 0.00
H 4.67037 -0.90853 1.56555 0.00
H 5.05191 1.42026 -1.19470 0.00
H 3.45498 2.16981 -0.95569 0.00
H 1.61592 -0.44646 -2.57775 0.01
H 1.51230 1.11307 -1.75913 -0.01
H 2.53563 -2.87252 -0.64955 0.02
H 2.81033 -2.37906 1.04084 -0.01
H 2.67623 0.17625 1.99547 0.01
H 2.13974 1.58849 0.94526 0.02
C -4.05338 2.82050 3.15280 0.00
C -3.02421 1.85875 2.62714 0.03
O -2.67778 2.27645 1.25253 0.04
P -1.35592 1.77024 0.56413 0.10
O -1.66663 1.79466 -0.98913 0.02
C -2.91296 1.18701 -1.49164 0.01
C -3.87574 2.27076 -1.89171 0.01
O -0.21488 2.83578 0.73172 0.02
C -0.46808 4.28646 0.84988 0.01
C -0.44995 4.69018 2.29870 0.00
H -4.32010 2.54039 4.17151 0.00
H -4.95514 2.79739 2.54361 0.00
H -3.66516 3.83778 3.17113 0.00
H -3.40961 0.84107 2.55599 -0.01
H -2.11094 1.85768 3.22553 -0.01
H -3.32479 0.53517 -0.71809 0.00
H -2.59930 0.56920 -2.33093 0.00
H -4.15981 2.87547 -1.03186 0.00
H -4.77894 1.81761 -2.30123 0.00
H -3.44266 2.91583 -2.65410 0.00
H -1.41277 4.51123 0.35549 0.00
H 0.33866 4.74675 0.28391 0.00
H -1.25326 4.21414 2.85934 0.00
H -0.58941 5.76943 2.36791 0.00
H 0.50097 4.43860 2.76564 0.00
O 0.47319 -1.93288 -1.21083 0.12
C -0.74959 -2.36101 -0.92464 -0.01
O -1.44240 -1.82984 -0.03889 0.09
C -1.24361 -3.48188 -1.71336 0.05
C -2.38986 -4.14979 -1.27230 0.01
C -2.87457 -5.22441 -1.99496 0.00
C -2.23311 -5.61764 -3.16238 0.00
C -1.09988 -4.94754 -3.61256 0.00
C -0.59683 -3.88504 -2.88701 0.00
H -2.88115 -3.82808 -0.36484 0.00
H -3.75108 -5.75496 -1.65149 0.00
H -2.61975 -6.45380 -3.72951 0.00
H -0.61607 -5.25693 -4.52822 0.00
H 0.28085 -3.35765 -3.23286 0.00
```

Spin multiplicity = 5
Charge = +2
ΔE to the lowest compared entry with this formula, charge and spin = 0.000 eV

=====

# 6
The following is a quantum chemistry calculation of a structure of composition C32H37As2S2SbTi, from OMol25.

```
75
Properties=species:S:1:pos:R:3:mulliken_spin:R:1
Ti 0.18304 -1.01418 0.51281 1.11
C -2.26936 0.44191 3.13084 0.00
As -0.88373 1.00687 1.90198 -0.05
C -1.66954 2.64341 1.19803 0.00
C 0.50762 1.72895 3.04739 0.03
C 0.15552 2.51012 4.14322 0.00
C 1.13180 3.04888 4.96671 0.00
C 2.47156 2.81600 4.69590 0.00
C 2.83036 2.04231 3.60289 0.00
C 1.85580 1.49245 2.77542 0.01
As 2.39434 0.41226 1.25316 -0.02
C 3.90921 -0.59364 1.92842 0.00
C 3.31394 1.74335 0.16699 0.00
H -2.65151 1.29396 3.69065 0.00
H -1.85281 -0.30829 3.79859 0.00
H -3.07864 0.00230 2.54888 0.00
H -1.89573 3.30611 2.03315 0.00
H -2.58516 2.40265 0.65923 0.00
H -0.97316 3.14423 0.52772 0.00
H -0.88610 2.70270 4.37159 0.00
H 0.84588 3.64885 5.82033 0.00
H 3.23756 3.23347 5.33558 0.00
H 3.88162 1.86693 3.40765 0.00
H 4.73748 0.07456 2.15826 0.00
H 4.22250 -1.30167 1.16181 0.00
H 3.59929 -1.14130 2.81457 0.00
H 4.07558 2.22967 0.77607 0.00
H 2.60501 2.48716 -0.18883 0.00
H 3.79533 1.26517 -0.68659 0.00
C 0.19562 -3.95808 4.32077 0.00
C -0.03983 -3.31827 2.98100 0.02
S 0.64533 -1.73804 2.70836 -0.08
C -0.75207 -3.89509 1.99535 0.00
C -1.38207 -5.25154 2.10800 0.00
S -0.90150 -3.07209 0.46380 -0.06
H 0.74025 -3.29159 4.98648 0.00
H 0.77782 -4.87625 4.21769 0.00
H -0.74624 -4.22031 4.80670 0.00
H -1.74599 -5.43503 3.11911 0.00
H -0.66283 -6.03899 1.86862 0.00
H -2.21954 -5.35252 1.41983 0.00
C 0.62695 2.44897 -6.51823 0.00
C 0.54660 1.09821 -6.20825 0.00
C 0.41701 0.69036 -4.88852 0.00
C 0.37082 1.63721 -3.87078 0.00
C 0.46938 2.99017 -4.18311 0.00
C 0.58856 3.39494 -5.50565 0.00
Sb 0.09893 1.13970 -1.82916 -0.03
C 0.47361 -0.99348 -1.99967 0.04
C -0.46448 -1.84164 -2.60714 0.01
C -0.14052 -3.15126 -2.91283 0.01
C 1.11991 -3.65184 -2.60485 0.00
C 2.06193 -2.83479 -2.00462 0.04
C 1.74708 -1.50985 -1.71337 -0.03
C -2.02411 0.97891 -1.83433 -0.02
C -2.76445 1.93175 -2.52984 0.00
C -4.15038 1.95224 -2.44544 0.00
C -4.81681 1.01733 -1.66694 0.00
C -4.09228 0.05387 -0.97834 0.01
C -2.70694 0.04062 -1.06170 0.05
H 0.72478 2.76174 -7.54907 0.00
H 0.58414 0.35698 -6.99568 0.00
H 0.35343 -0.36778 -4.66744 0.00
H 0.45911 3.74426 -3.40318 0.00
H 0.65875 4.44852 -5.74170 0.00
H -1.45365 -1.47064 -2.84536 0.00
H -0.87746 -3.78877 -3.38263 0.00
H 1.36590 -4.67978 -2.83397 0.00
H 3.04921 -3.21321 -1.77512 0.00
H 2.53049 -0.86469 -1.33002 -0.01
H -2.26664 2.66514 -3.15482 0.00
H -4.70899 2.69893 -2.99447 0.00
H -5.89678 1.03392 -1.60775 0.00
H -4.60118 -0.69539 -0.38544 0.00
H -2.19857 -0.75802 -0.51872 -0.03
```

Spin multiplicity = 2
Charge = +1
ΔE to the lowest compared entry with this formula, charge and spin = 0.324 eV